Record 1
# C23H22N2O3

A single C23H22N2O3 molecule (ωB97M-V/def2-TZVPD, OMol25).

Gap between HOMO and LUMO ... 9.2 eV
SMILES string ... O=C(COc1ccccc1C(=O)Nc1ccccc1)NCCc1ccccc1
Net charge ... 0

Each line ends with the Löwdin charge.
Atoms and positions in Å:
O 4.665 -1.509 1.363  0.07
C 3.484 -1.247 1.432  -0.50
C 2.934 -0.160 2.365  -0.08
O 1.732 0.413 1.905  -0.03
C 1.780 1.263 0.845  -0.21
C 2.912 1.503 0.074  -0.01
C 2.847 2.369 -1.004  -0.08
C 1.659 2.997 -1.337  -0.09
C 0.526 2.751 -0.581  -0.04
C 0.572 1.891 0.507  -0.07
C -0.638 1.689 1.369  -0.41
O -0.631 1.865 2.566  0.10
N -1.730 1.319 0.635  0.15
C -3.045 1.107 1.060  -0.21
C -4.005 0.832 0.088  -0.04
C -5.321 0.616 0.446  -0.09
C -5.699 0.675 1.777  -0.10
C -4.748 0.951 2.744  -0.08
C -3.426 1.166 2.397  -0.01
N 2.518 -1.880 0.743  0.09
C 2.785 -2.894 -0.246  -0.16
C 2.535 -2.375 -1.670  -0.12
C 1.114 -1.922 -1.862  -0.24
C 0.820 -0.588 -2.114  -0.03
C -0.488 -0.177 -2.303  -0.10
C -1.523 -1.093 -2.226  -0.10
C -1.242 -2.423 -1.963  -0.07
C 0.066 -2.834 -1.788  -0.04
H 3.709 0.595 2.541  0.14
H 2.683 -0.625 3.323  0.15
H 3.847 1.016 0.303  0.11
H 3.737 2.550 -1.589  0.11
H 1.616 3.673 -2.176  0.10
H -0.401 3.254 -0.819  0.12
H -1.578 1.173 -0.355  0.11
H -3.713 0.794 -0.952  0.10
H -6.055 0.405 -0.318  0.10
H -6.728 0.507 2.056  0.10
H -5.035 1.000 3.784  0.10
H -2.689 1.383 3.152  0.10
H 1.567 -1.557 0.841  0.15
H 2.153 -3.763 -0.044  0.12
H 3.834 -3.177 -0.131  0.12
H 3.216 -1.546 -1.868  0.12
H 2.763 -3.181 -2.370  0.12
H 1.620 0.135 -2.176  0.10
H -0.689 0.861 -2.530  0.10
H -2.545 -0.782 -2.383  0.09
H -2.045 -3.142 -1.905  0.10
H 0.279 -3.878 -1.605  0.11

***

Record 2
# C43H96BrNP2

4 unconnected molecules or ions with the total composition C43H96BrNP2 in a non-equilibrium geometry (ωB97M-V/def2-TZVPD, OMol25).

Gap between HOMO and LUMO ... 8.9 eV
Net charge ... +2

Each line ends with the Löwdin charge.
Atoms and positions in Å:
Br -0.272 1.108 -1.596  -0.17
C 3.829 1.014 -4.368  -0.11
C 2.547 0.266 -4.682  -0.27
C 2.209 -0.877 -3.711  -0.28
C 0.932 -1.575 -4.101  -0.27
P 0.417 -2.842 -2.910  1.01
C -1.382 -2.896 -2.917  -0.26
C -2.045 -4.183 -2.449  -0.26
C -3.409 -4.370 -3.174  -0.26
C -4.370 -5.275 -2.413  -0.10
C 1.108 -4.427 -3.431  -0.27
C 1.219 -5.512 -2.369  -0.26
C 1.869 -6.781 -2.921  -0.26
C 2.099 -7.879 -1.896  -0.09
C 0.998 -2.512 -1.230  -0.28
C 2.506 -2.670 -0.955  -0.24
C 2.772 -3.184 0.440  -0.28
C 4.238 -3.208 0.819  -0.09
H 3.770 1.589 -3.441  0.06
H 3.965 1.720 -5.188  0.08
H 4.678 0.335 -4.297  0.08
H 2.570 -0.116 -5.710  0.12
H 1.700 0.963 -4.728  0.11
H 2.154 -0.421 -2.720  0.06
H 3.094 -1.524 -3.750  0.12
H 1.057 -2.105 -5.048  0.11
H 0.081 -0.889 -4.111  0.08
H -1.684 -2.767 -3.960  0.11
H -1.737 -2.043 -2.337  0.07
H -2.091 -4.335 -1.369  0.11
H -1.504 -5.071 -2.791  0.09
H -3.233 -4.782 -4.167  0.12
H -3.860 -3.375 -3.249  0.10
H -5.248 -5.479 -3.026  0.08
H -4.685 -4.797 -1.484  0.07
H -3.937 -6.253 -2.194  0.08
H 2.070 -4.279 -3.931  0.11
H 0.420 -4.736 -4.232  0.11
H 0.205 -5.721 -2.021  0.10
H 1.782 -5.177 -1.492  0.10
H 2.798 -6.473 -3.422  0.11
H 1.268 -7.148 -3.761  0.12
H 2.202 -8.827 -2.414  0.08
H 1.205 -7.936 -1.266  0.08
H 2.941 -7.682 -1.237  0.08
H 0.376 -3.146 -0.586  0.10
H 0.657 -1.479 -1.062  0.01
H 2.935 -1.678 -1.122  0.10
H 3.002 -3.280 -1.717  0.11
H 2.403 -4.210 0.578  0.11
H 2.165 -2.651 1.186  0.08
H 4.699 -3.983 0.202  0.08
H 4.358 -3.482 1.863  0.08
H 4.727 -2.264 0.584  0.07
C -2.575 4.534 4.390  -0.09
C -1.491 3.809 3.609  -0.27
C -1.959 2.536 2.901  -0.21
C -1.832 1.294 3.843  -0.25
P -1.521 -0.320 3.120  1.01
C 0.242 -0.648 3.019  -0.26
C 1.008 0.036 1.877  -0.26
C 2.510 0.114 2.120  -0.25
C 3.257 0.796 0.964  -0.08
C -2.321 -0.351 1.500  -0.26
C -2.971 -1.652 1.059  -0.24
C -3.537 -1.485 -0.348  -0.26
C -4.941 -0.835 -0.336  -0.08
C -2.207 -1.582 4.204  -0.28
C -1.543 -1.611 5.574  -0.28
C -1.795 -2.898 6.378  -0.24
C -1.262 -2.717 7.792  -0.11
H -2.265 5.530 4.693  0.08
H -2.940 3.952 5.242  0.08
H -3.485 4.655 3.791  0.08
H -0.616 3.579 4.222  0.11
H -1.122 4.504 2.845  0.08
H -1.432 2.356 1.960  0.09
H -3.020 2.588 2.655  0.11
H -2.815 1.215 4.327  0.11
H -1.181 1.424 4.714  0.11
H 0.432 -1.723 2.893  0.11
H 0.699 -0.427 3.987  0.10
H 0.671 1.081 1.833  0.09
H 0.865 -0.447 0.913  0.06
H 2.918 -0.903 2.216  0.09
H 2.766 0.543 3.095  0.12
H 4.236 0.356 0.789  0.07
H 3.419 1.857 1.169  0.05
H 2.673 0.713 0.041  0.05
H -1.625 0.041 0.755  0.03
H -3.129 0.374 1.660  0.10
H -3.755 -1.987 1.738  0.11
H -2.210 -2.442 1.007  0.11
H -3.668 -2.454 -0.832  0.09
H -2.889 -0.845 -0.952  0.07
H -4.911 0.238 -0.172  0.07
H -5.532 -1.343 0.435  0.08
H -5.488 -1.083 -1.245  0.08
H -2.074 -2.536 3.681  0.10
H -3.283 -1.466 4.354  0.12
H -1.877 -0.762 6.179  0.11
H -0.465 -1.431 5.492  0.10
H -1.375 -3.744 5.844  0.11
H -2.887 -2.913 6.444  0.12
H -1.700 -3.480 8.443  0.08
H -1.491 -1.763 8.260  0.08
H -0.192 -2.931 7.848  0.08
C -3.615 5.542 -1.760  -0.10
C -2.401 6.040 -0.988  -0.25
C -1.135 5.219 -1.240  -0.20
C 0.041 5.864 -0.547  -0.12
N 1.209 4.923 -0.303  -0.18
C 0.791 3.906 0.760  -0.11
C 1.716 4.080 1.964  -0.14
C 2.892 4.891 1.457  -0.12
C 2.319 5.733 0.322  -0.09
C 1.619 4.221 -1.575  -0.15
C 2.402 5.084 -2.564  -0.22
C 2.502 4.397 -3.919  -0.07
H -3.593 5.834 -2.815  0.08
H -4.511 6.048 -1.401  0.08
H -3.704 4.455 -1.749  0.08
H -2.615 5.989 0.084  0.11
H -2.203 7.077 -1.279  0.12
H -0.915 5.183 -2.309  0.13
H -1.320 4.187 -0.921  0.10
H -0.203 6.254 0.439  0.14
H 0.396 6.640 -1.222  0.14
H 0.697 2.912 0.330  0.04
H -0.224 4.205 1.018  0.09
H 2.006 3.083 2.297  0.09
H 1.169 4.562 2.772  0.11
H 3.628 4.235 0.982  0.11
H 3.391 5.507 2.198  0.13
H 3.056 5.982 -0.424  0.11
H 1.914 6.662 0.719  0.14
H 0.706 3.914 -2.068  0.06
H 2.231 3.348 -1.356  0.13
H 3.405 5.250 -2.166  0.11
H 1.952 6.079 -2.628  0.12
H 1.523 4.049 -4.263  0.09
H 3.157 3.527 -3.859  0.05
H 2.832 5.084 -4.695  0.09

***

Record 3
# C8H18N2O

A single C8H18N2O molecule in a non-equilibrium geometry (ωB97M-V/def2-TZVPD, OMol25).

Gap between HOMO and LUMO ... 8.9 eV
SMILES string ... CO/C(=N\C(C)C)NC(C)C
Net charge ... 0

Each line ends with the Löwdin charge.
Atoms and positions in Å:
C 0.928 -2.308 1.743  -0.07
O 0.888 -0.890 1.656  -0.04
C 0.369 -0.375 0.512  -0.41
N 0.279 0.896 0.372  0.11
C 0.608 1.820 1.451  -0.46
C -0.653 2.030 2.198  -0.08
C 1.089 3.146 0.783  -0.06
N -0.047 -1.217 -0.546  0.05
C -0.781 -0.773 -1.731  -0.42
C 0.257 -0.667 -2.865  -0.06
C -1.909 -1.784 -2.055  -0.07
H -0.104 -2.736 1.683  0.11
H 1.402 -2.605 2.632  0.07
H 1.530 -2.687 0.908  0.09
H 1.368 1.418 2.093  0.12
H -1.374 2.500 1.585  0.07
H -0.402 2.643 3.044  0.08
H -1.059 1.106 2.561  0.07
H 1.440 3.886 1.555  0.09
H 1.905 2.888 0.123  0.06
H 0.285 3.576 0.227  0.06
H 0.353 -2.156 -0.603  0.12
H -1.280 0.195 -1.546  0.14
H 1.037 0.029 -2.504  0.08
H -0.225 -0.239 -3.725  0.06
H 0.696 -1.635 -3.118  0.07
H -2.497 -1.961 -1.167  0.07
H -2.594 -1.374 -2.797  0.07
H -1.509 -2.728 -2.469  0.08

***

Record 4
# C4H10NSi

A gas-phase ion, C4H10NSi (charge +1) in a non-equilibrium geometry (ωB97M-V/def2-TZVPD, OMol25).

Gap between HOMO and LUMO ... 11.5 eV
SMILES string ... C#[N+][Si](C)(C)C
Net charge ... +1

Each line ends with the Löwdin charge.
Atoms and positions in Å:
C 2.706 0.845 0.069  0.15
N 1.660 0.477 0.367  0.12
Si -0.486 -0.148 0.155  0.81
C -1.113 1.625 -0.256  -0.18
C -0.219 -1.064 -1.546  -0.17
C -0.536 -1.161 1.738  -0.17
H 3.617 1.235 -0.218  0.09
H -0.494 1.970 -1.085  0.04
H -2.183 1.611 -0.447  0.04
H -1.185 2.307 0.605  0.04
H 0.849 -0.863 -2.050  0.09
H -0.044 -2.012 -1.267  -0.05
H -1.013 -0.966 -2.324  0.06
H -0.981 -0.663 2.561  0.02
H -1.147 -2.066 1.713  0.05
H 0.569 -1.126 1.988  0.05

***

Which value of net charge does entry 2 give? +2